# 1
# C2H4O4S

A 2-piece molecular cluster, C2H4O4S overall at a distorted geometry (ωB97M-V with the def2-TZVPD basis set, the Open Molecules 2025 dataset).

XYZ file:
```
11
Properties=species:S:1:pos:R:3:forces:R:3:lowdin_charge:R:1
C 1.044 1.062 -0.182 0.573 -2.735 -0.744 -0.2802
C 0.445 1.294 1.122 1.995 -0.035 0.796 -0.2885
O 0.081 -2.188 -1.896 -0.598 0.958 -2.348 -0.0946
O 1.606 -1.574 0.484 -0.193 -0.841 0.471 -0.4219
O 2.454 0.652 -0.221 0.064 2.419 0.072 -0.3089
O -0.676 1.650 1.316 -0.729 0.084 0.045 0.0889
S 1.664 -0.666 -0.631 -0.287 0.665 0.310 1.0106
H 0.534 1.363 -1.058 0.115 1.193 -0.948 0.1059
H 1.255 1.184 1.896 -0.828 -0.063 0.197 0.1448
H 0.630 -2.887 -2.241 0.091 -0.539 0.549 0.0528
H -0.127 -2.243 -0.991 -0.203 -1.107 1.601 -0.0090
```
Forces are in eV/Å.

Values from the calculation:
Molecular weight, g/mol: 124.12
Highest occupied orbital energy, eV: -9.961
Gap between HOMO and LUMO, eV: 9.4
2S+1: 1



# 2
# C4H10N4O

A single C4H10N4O molecule at a distorted geometry (ωB97M-V with the def2-TZVPD basis set, the Open Molecules 2025 dataset).

XYZ file:
```
19
Properties=species:S:1:pos:R:3:forces:R:3:lowdin_charge:R:1
C -0.139 -0.063 -1.556 0.117 0.163 -0.082 -0.1919
C 0.405 -1.189 0.405 1.927 -3.468 -3.046 -0.5578
C -0.035 1.195 -0.720 -1.285 -0.277 1.759 -0.3294
N -0.779 -1.826 0.726 -1.012 1.503 0.388 0.1445
N 1.404 -1.524 1.293 0.682 0.024 0.230 0.1130
N 0.960 2.081 -1.023 0.620 -0.330 -0.201 0.1129
C -0.684 1.193 0.499 0.093 2.336 -1.643 -0.1990
O -1.995 0.739 0.604 -0.796 -0.589 0.448 -0.0834
N 0.798 -0.920 -0.840 -0.393 0.610 1.764 0.0237
H -2.555 1.485 0.873 0.307 -0.415 -0.260 0.0995
H -1.568 -1.392 0.255 -0.022 -0.257 0.068 0.0751
H -0.969 -1.808 1.721 -0.054 0.024 0.011 0.1006
H 1.281 -2.435 1.715 -0.234 0.114 0.198 0.0896
H 2.295 -1.520 0.810 -0.055 0.382 0.081 0.0918
H 1.738 1.664 -1.528 -0.064 0.155 0.232 0.0987
H 1.251 2.694 -0.271 -0.085 -0.056 -0.177 0.0983
H 0.218 0.103 -2.577 -0.082 -0.065 0.124 0.1060
H -1.169 -0.443 -1.611 0.026 0.189 0.008 0.1045
H -0.457 1.967 1.226 0.309 -0.043 0.095 0.1034
```
Forces are in eV/Å.

Values from the calculation:
Molecular weight, g/mol: 130.15
Highest occupied orbital energy, eV: -7.278
Gap between HOMO and LUMO, eV: 8.0
2S+1: 1



# 3
# C4H5ClFNS

A single C4H5ClFNS molecule at a distorted geometry (ωB97M-V with the def2-TZVPD basis set, the Open Molecules 2025 dataset).

XYZ file:
```
13
Properties=species:S:1:pos:R:3:forces:R:3:lowdin_charge:R:1
C -0.468 0.132 -1.295 -0.066 1.575 -1.268 -0.9771
C 0.215 1.558 -1.389 -3.611 -2.786 1.150 -0.0385
C -0.554 0.948 -0.096 -2.377 2.215 -1.555 -0.5497
C 0.626 -0.976 3.105 -7.932 -0.500 -2.939 -0.0904
H -0.254 2.358 -1.949 0.134 -0.277 0.056 0.1038
H 1.229 1.406 -1.341 2.315 0.319 0.044 0.0447
H -1.697 1.318 -0.112 2.758 -0.439 1.013 0.1774
H 1.526 -0.838 3.532 3.369 0.876 0.809 0.0047
H -0.047 -1.839 3.565 1.603 1.954 -0.788 0.1006
N -0.069 -0.293 2.166 2.083 -3.821 3.554 -0.4133
F -1.617 -0.054 -2.024 -0.142 0.607 0.364 -0.0302
S 0.604 0.816 1.210 0.537 1.468 -0.350 0.8981
Cl 0.336 -1.346 -1.291 1.327 -1.190 -0.090 0.7698
```
Forces are in eV/Å.

Values from the calculation:
Molecular weight, g/mol: 153.61
Highest occupied orbital energy, eV: -8.769
Gap between HOMO and LUMO, eV: 9.3
2S+1: 1



# 4
# C34H49FO27

A 9-piece molecular cluster, C34H49FO27 overall at a distorted geometry (ωB97M-V with the def2-TZVPD basis set, the Open Molecules 2025 dataset).

XYZ file:
```
111
Properties=species:S:1:pos:R:3:forces:R:3:lowdin_charge:R:1
C 4.160 5.718 0.316 2.313 1.265 3.141 -0.1464
C 3.684 6.051 -0.973 -1.624 -0.667 -2.982 -0.1036
O 2.315 5.547 -0.876 -0.954 0.574 -0.146 0.0756
C 2.302 4.642 0.121 -6.931 -1.483 -0.214 -0.5982
O 1.288 4.012 0.537 3.171 2.006 -1.895 0.0682
O 3.440 4.538 0.628 4.449 -1.001 2.485 0.1316
H 3.968 6.453 1.098 -0.744 0.182 0.014 0.1472
H 5.248 5.706 0.384 0.038 -1.223 -0.190 0.1507
H 4.121 5.357 -1.690 0.412 0.421 -0.403 0.1450
H 3.722 7.082 -1.324 -0.174 -0.183 0.236 0.1519
C 4.524 -4.005 -3.956 -1.336 -0.959 1.744 0.0000
C 3.240 -3.384 -4.506 2.068 -2.112 0.421 -0.2989
C 2.593 -2.322 -3.688 -0.892 -0.363 0.681 -0.1121
O 2.652 -1.189 -4.519 0.717 1.539 -0.844 0.0708
C 3.346 -1.519 -5.662 -2.003 4.173 -3.837 -0.5802
O 3.449 -0.912 -6.730 -0.345 0.507 3.121 0.1158
O 3.720 -2.705 -5.625 1.199 -3.868 -0.702 0.1293
H 5.060 -4.607 -4.690 0.111 0.558 -0.066 0.0974
H 4.201 -4.716 -3.195 0.033 -0.355 0.182 0.0885
H 5.102 -3.300 -3.360 0.417 0.235 -0.672 0.0836
H 2.548 -4.178 -4.783 -0.028 0.115 -0.357 0.1637
H 3.105 -2.211 -2.732 -0.190 0.485 -0.092 0.1020
H 1.535 -2.538 -3.539 0.080 -0.011 0.401 0.1276
C 4.377 0.513 0.731 -0.535 -2.300 -0.028 0.0149
C 4.589 -1.083 0.659 -0.705 2.040 0.484 -0.2572
C 4.895 -1.618 -0.727 0.558 -0.107 -0.292 -0.0712
O 6.271 -2.059 -0.552 -0.879 0.337 -3.527 0.0965
C 6.736 -1.671 0.599 3.046 -2.871 2.273 -0.6380
O 7.866 -1.880 0.997 -0.978 1.071 -1.024 0.1343
O 5.750 -1.428 1.412 -1.726 1.460 1.436 0.1054
H 5.213 1.094 0.341 -0.038 -0.227 -0.178 0.0840
H 4.167 0.819 1.756 0.141 -0.128 0.003 0.0779
H 3.456 0.643 0.163 0.066 0.534 -0.216 0.0626
H 3.714 -1.598 1.055 0.175 0.222 0.312 0.1325
H 4.785 -0.889 -1.529 0.590 0.467 0.135 0.1306
H 4.268 -2.428 -1.101 0.250 -0.491 0.756 0.1091
C -4.354 -1.076 2.343 1.651 -0.845 0.036 0.0090
C -3.159 -0.788 3.337 -2.436 -0.887 0.159 -0.2402
C -3.338 -1.214 4.806 -0.864 -0.042 -0.896 -0.0952
O -1.979 -1.454 5.200 -0.363 -0.317 -0.776 0.0451
C -1.291 -1.836 4.065 5.184 -0.534 2.486 -0.5031
O -0.064 -2.183 4.191 -5.785 1.250 -1.385 0.0679
O -2.036 -1.675 2.977 0.273 0.903 -0.129 0.0638
H -5.367 -1.003 2.739 0.263 0.474 0.137 0.0858
H -4.239 -2.097 1.979 -0.067 -0.425 0.494 0.0744
H -4.208 -0.564 1.392 -0.281 0.770 0.332 0.0716
H -2.975 0.286 3.366 1.009 -0.296 -0.611 0.1233
H -3.981 -2.090 4.880 0.477 -0.632 -0.029 0.1300
H -3.885 -0.497 5.419 0.793 0.474 0.084 0.1374
C 0.217 1.006 3.130 0.384 0.346 0.829 0.0122
C -0.496 1.833 4.273 -0.557 -0.386 -3.360 -0.1959
C -0.148 3.334 4.384 1.542 -1.909 1.022 -0.1560
O -1.334 3.919 4.715 -4.682 0.185 0.804 0.0055
C -2.458 3.048 4.333 1.054 1.423 1.086 -0.3923
O -3.634 3.247 4.649 4.167 -0.977 -1.623 0.1234
O -1.792 2.066 3.641 -3.552 0.206 0.291 -0.0309
H 0.602 1.725 2.407 -0.042 -0.032 -0.074 0.0668
H -0.443 0.310 2.614 -0.472 0.391 0.166 0.0604
H 1.032 0.335 3.402 0.156 0.381 0.641 0.0856
H -0.832 1.270 5.144 1.175 0.191 0.558 0.1582
H 0.191 3.792 3.455 0.615 -0.473 -0.022 0.1356
H 0.513 3.396 5.248 0.442 0.736 -0.307 0.1399
C -0.808 -5.288 2.494 -0.350 0.174 1.608 -0.0127
C -1.265 -5.353 1.111 0.373 -0.464 -0.456 -0.3291
C -0.766 -4.384 0.073 -0.415 0.200 1.058 -0.0919
O -0.849 -5.250 -1.041 -0.482 1.218 -2.571 0.0583
C -0.691 -6.542 -0.694 2.783 -0.031 -1.910 -0.5716
O -0.355 -7.413 -1.470 -1.372 1.039 1.343 0.1408
O -0.623 -6.538 0.610 -0.846 -2.234 1.363 0.0944
H 0.281 -5.257 2.524 -0.104 0.661 0.211 0.1107
H -1.072 -6.189 3.049 -0.167 -0.232 -0.280 0.0964
H -1.361 -4.506 3.012 0.700 0.412 0.138 0.0796
H -2.342 -5.446 0.974 -0.183 -0.204 0.249 0.1643
H 0.238 -4.015 0.285 0.255 -0.340 -0.258 0.1239
H -1.406 -3.506 -0.002 -0.175 -0.172 -0.484 0.1377
C -3.877 5.294 1.874 0.453 -1.675 1.408 -0.0072
C -4.945 4.565 1.015 1.650 0.520 1.831 -0.2635
C -4.853 5.216 -0.297 -1.270 -0.017 -2.154 -0.1073
O -4.502 4.169 -1.187 0.431 -0.538 -2.173 0.0748
C -4.463 2.991 -0.587 0.417 -2.606 -1.487 -0.5642
O -4.377 1.874 -1.137 -0.176 3.591 1.800 0.0878
O -4.479 3.229 0.715 -0.398 -1.051 1.894 0.0798
H -3.872 6.368 2.060 -0.649 0.064 -0.837 0.0970
H -2.927 4.987 1.437 0.179 0.381 -0.302 0.0969
H -3.788 4.896 2.885 -0.437 -0.245 0.062 0.0554
H -5.930 4.477 1.473 0.097 0.124 -0.127 0.1621
H -4.062 5.965 -0.343 -0.530 0.215 -0.199 0.1399
H -5.842 5.456 -0.688 0.189 1.227 0.233 0.1473
C -1.364 1.719 -0.145 1.011 -0.675 -0.320 0.0294
C -0.703 0.445 -0.811 -3.388 3.049 -2.801 -0.2864
C 0.489 0.604 -1.750 -2.097 1.974 -1.734 -0.1279
O 1.161 -0.531 -1.487 3.285 -2.375 0.812 0.0606
C 0.772 -1.079 -0.310 3.747 -1.693 0.412 -0.5413
O 1.440 -1.906 0.298 -1.518 1.200 -1.275 0.1251
O -0.319 -0.524 0.048 -0.958 -0.925 4.023 0.1350
H -0.608 2.208 0.469 -0.207 -0.133 0.412 0.0567
H -2.308 1.509 0.359 0.426 -0.479 0.431 0.0656
H -1.683 2.508 -0.826 0.402 -0.400 -0.794 0.0857
H -1.438 -0.071 -1.429 -0.674 0.407 -0.110 0.1482
H 0.982 1.577 -1.754 0.839 -0.182 0.973 0.1386
H 0.236 0.494 -2.804 -0.719 0.327 -0.096 0.1281
C -2.489 -0.697 -4.646 2.317 -0.362 -0.022 -0.0862
C -1.479 -1.887 -4.820 -3.626 1.568 0.782 -0.2819
O -2.446 -2.777 -5.363 2.195 -1.643 -0.120 0.1302
C -3.256 -2.150 -6.174 -3.993 -1.151 -2.539 -0.4500
O -4.017 -2.796 -6.941 3.071 3.857 2.822 0.1159
O -3.193 -0.745 -5.874 -0.410 -1.808 -0.918 0.0471
F -1.174 -2.327 -3.598 1.064 -0.582 0.499 0.0828
H -1.844 0.160 -4.453 -0.782 0.726 -0.569 0.1290
H -3.151 -0.883 -3.800 0.077 -0.095 0.012 0.1438
H -0.627 -1.675 -5.465 0.131 -0.434 0.086 0.1792
```
Forces are in eV/Å.

Values from the calculation:
Molecular weight, g/mol: 908.74
Highest occupied orbital energy, eV: -10.537
Gap between HOMO and LUMO, eV: 10.5
2S+1: 1



# 5
# C6H10N2O3S

A single C6H10N2O3S molecule at a distorted geometry (ωB97M-V with the def2-TZVPD basis set, the Open Molecules 2025 dataset).

XYZ file:
```
22
Properties=species:S:1:pos:R:3:forces:R:3:lowdin_charge:R:1
C -2.514 0.521 -1.128 -3.393 0.264 -0.317 -0.3962
C -0.660 -1.441 -0.098 1.754 -0.588 0.161 -0.5699
C -3.174 0.256 0.194 -1.855 0.323 -0.645 -0.4772
C -0.515 -0.106 0.567 -5.237 -2.216 -2.804 -0.5161
C 1.673 1.027 -0.059 -3.641 -1.492 -1.524 -0.1050
C 2.952 0.293 0.175 3.585 0.976 0.834 -0.2551
N -1.370 0.389 -1.466 4.349 -0.284 0.992 0.1427
N 0.494 0.631 0.836 4.608 2.879 1.591 -0.0030
O 0.454 -1.923 -0.733 -0.009 0.342 0.504 0.0775
O -1.689 -2.067 -0.020 0.759 -0.053 -0.409 0.0532
O 2.898 -1.093 0.272 -1.001 -1.588 -1.433 -0.0700
S -1.997 0.251 1.509 0.836 0.462 0.724 0.9907
H -3.234 0.717 -1.947 -0.294 0.203 0.271 0.1133
H -4.009 0.998 0.347 1.008 -0.448 0.258 0.0949
H -3.683 -0.708 0.084 0.225 -0.037 0.167 0.0789
H 1.144 0.779 -1.003 1.071 -0.300 -0.252 0.1189
H 1.679 2.106 -0.178 0.618 0.151 0.815 0.1287
H 3.784 0.429 -0.657 -2.023 0.485 1.490 0.1689
H 3.411 0.611 1.152 -0.301 0.387 -0.954 0.1318
H 0.184 1.357 1.459 0.384 0.467 0.090 0.1035
H 1.341 -1.537 -0.439 -1.353 -0.348 -0.249 0.0804
H 2.831 -1.489 1.134 -0.092 0.415 0.690 0.1091
```
Forces are in eV/Å.

Values from the calculation:
Molecular weight, g/mol: 190.22
Highest occupied orbital energy, eV: -7.584
Gap between HOMO and LUMO, eV: 7.8
2S+1: 1



# 6
# C4H7NO2

A single C4H7NO2 molecule (ωB97M-V with the def2-TZVPD basis set, the Open Molecules 2025 dataset).

XYZ file:
```
14
Properties=species:S:1:pos:R:3:forces:R:3:lowdin_charge:R:1
O 1.625 0.853 1.771 -0.035 0.195 0.145 -0.0768
C 0.462 0.766 0.986 0.139 -0.214 -0.113 -0.3635
C 0.692 0.657 -0.536 0.038 0.190 -0.250 -0.1158
N -0.602 -0.123 -0.485 -0.147 0.003 0.014 -0.1205
C -0.145 -0.647 0.859 -0.168 -0.189 0.192 -0.0968
C -1.126 -0.924 -1.561 -0.284 -0.412 0.028 -0.2164
O -1.755 -1.924 -1.369 0.378 0.538 -0.091 0.1148
H 1.476 1.602 2.357 0.172 -0.194 -0.069 0.0726
H -1.213 0.654 -0.119 -0.140 -0.091 -0.196 0.1742
H 0.654 1.525 -1.203 -0.004 -0.105 0.149 0.1118
H 1.472 -0.058 -0.867 -0.071 0.099 0.129 0.1255
H -0.967 -1.001 1.487 0.150 0.109 -0.084 0.1155
H 0.565 -1.469 0.647 -0.043 0.152 0.056 0.1271
H -0.924 -0.484 -2.551 0.014 -0.081 0.089 0.1485
```
Forces are in eV/Å.

Values from the calculation:
Molecular weight, g/mol: 101.10
Highest occupied orbital energy (spin up / spin down), eV: -6.883 / -6.884
Gap between HOMO and LUMO (spin up / spin down), eV: 7.0 / 7.0
2S+1: 1



# 7
# C2H4NP

A single C2H4NP molecule at a distorted geometry (ωB97M-V with the def2-TZVPD basis set, the Open Molecules 2025 dataset).

XYZ file:
```
8
Properties=species:S:1:pos:R:3:forces:R:3:lowdin_charge:R:1
C -0.393 -0.252 0.651 2.428 0.633 -1.141 -0.3215
C -0.409 0.288 -0.777 -0.526 -0.653 0.054 -0.5839
N 0.351 1.510 -0.701 0.062 0.245 -0.677 -0.2752
P -1.040 1.473 0.354 0.291 -0.025 0.131 0.9526
H -0.965 -1.046 1.036 -1.303 -0.856 -0.092 0.0293
H 0.666 -0.470 0.831 -0.065 0.662 1.041 0.0594
H -0.331 -0.217 -1.712 -1.307 -0.362 -0.567 0.0935
H 1.316 1.309 -0.506 0.421 0.357 1.251 0.0457
```
Forces are in eV/Å.

Values from the calculation:
Molecular weight, g/mol: 73.03
Highest occupied orbital energy, eV: -8.905
Gap between HOMO and LUMO, eV: 10.0
2S+1: 1



# 8
# C3H7NO2

A single C3H7NO2 molecule at a distorted geometry (ωB97M-V with the def2-TZVPD basis set, the Open Molecules 2025 dataset).

XYZ file:
```
13
Properties=species:S:1:pos:R:3:forces:R:3:lowdin_charge:R:1
C 0.583 -0.583 -0.798 -1.576 -0.442 0.166 -0.1566
C -1.198 1.107 0.042 0.340 -0.254 1.049 -0.0151
N 1.155 -1.039 0.469 -2.318 -0.507 1.755 -0.0902
C -0.884 -0.316 -0.379 -1.415 0.400 -4.042 -0.4378
O 1.640 0.125 1.150 0.687 -0.237 0.361 -0.1078
O -1.793 -1.093 -0.705 1.753 0.918 1.407 0.0514
H 2.492 -0.182 1.517 -0.616 0.234 -0.259 0.1001
H 0.184 -1.270 1.008 3.292 0.120 -0.727 0.1632
H 1.068 0.299 -1.221 0.076 -0.190 0.288 0.1238
H 0.581 -1.415 -1.507 0.127 0.115 0.063 0.1177
H -1.839 1.077 0.925 -0.149 0.251 -0.176 0.0876
H -0.291 1.666 0.282 -0.087 -0.119 0.065 0.0694
H -1.698 1.623 -0.781 -0.112 -0.288 0.049 0.0943
```
Forces are in eV/Å.

Values from the calculation:
Molecular weight, g/mol: 89.09
Highest occupied orbital energy, eV: -9.336
Gap between HOMO and LUMO, eV: 10.0
2S+1: 1